The following is a quantum chemistry calculation of C4H3NO in the gas phase at a distorted geometry, from OMol25.

Values from the calculation:
**Gap between HOMO and LUMO**: 9.537 eV
**Highest occupied orbital energy**: -0.4065 hartree
**Energy above the lowest of the compared OMol25 structures with the same formula, charge and spin**: 323.3 kJ/mol
**2S+1**: 1

Element x y z (Å)
O: 0.4711 -1.0899 -1.1690
C: 0.4243 0.2519 -0.7958
C: -0.6412 0.5082 0.2881
C: -1.6772 1.2736 0.0395
C: -0.5257 -0.1243 1.5621
N: -0.4107 -0.6589 2.5850
H: 0.7959 -1.6102 -0.4213
H: 0.1841 0.8300 -1.6911
H: 1.3793 0.6195 -0.3975